1.
{"formula": "C2H13NO3S2", "method": "ωB97M-V/def2-TZVPD", "elements": ["N", "C", "C", "S", "S", "H", "H", "H", "H", "H", "H", "H", "O", "H", "H", "O", "H", "H", "O", "H", "H"], "positions_angstrom": [[-0.060096, 2.391297, -0.744389], [0.787514, 2.819774, 0.544472], [1.103386, 1.664207, 1.447325], [1.148463, 2.073993, 3.208723], [-0.790269, 2.148392, 3.688246], [-0.964253, 2.012131, -0.578683], [0.403032, 1.549338, -0.980937], [1.846157, 3.192470, 0.144392], [0.137912, 3.726952, 0.927858], [0.307683, 0.948564, 1.402146], [2.008699, 1.089174, 1.308501], [-0.847128, 0.755468, 3.862672], [0.978836, -3.135680, -2.131362], [0.076999, -2.929221, -2.191196], [1.202404, -4.005230, -2.436710], [0.120771, -1.025880, -0.665264], [0.884597, -1.324829, -1.183183], [-0.531174, -1.606184, -0.904438], [-2.268899, -3.598463, -1.417767], [-2.992441, -3.031136, -0.985093], [-2.552194, -3.715138, -2.315312]], "forces_ev_per_a": [[2.65, 1.14, 1.42], [-0.61, 1.94, -3.03], [-1.13, -0.06, 1.25], [1.40, 0.51, 0.16], [-0.72, -1.61, 0.35], [-1.07, 0.23, 1.16], [0.77, -1.03, -0.98], [-2.56, -0.25, 0.58], [1.75, -2.00, -0.03], [-0.45, -0.58, -0.26], [0.44, 0.30, -0.61], [-0.47, 1.37, -0.02], [2.42, 0.61, 0.39], [-1.98, -0.47, -0.41], [-0.41, -0.52, -0.26], [2.76, 2.46, 0.63], [-0.08, 0.08, 0.35], [-2.78, -2.25, -0.64], [-1.14, 1.55, 1.69], [1.61, -1.33, -1.03], [-0.38, -0.10, -0.72]], "energy_ev": -31586.6323, "lumo_energy_ha": 0.00549, "largest_force_ha_per_bohr": 0.0729, "e_above_lowest_ev": 1.533, "homo_lumo_gap_ha": 0.3224, "smiles": "NCCSS.O.O.O"}

2.
{"formula": "C2H4N2O", "method": "ωB97M-V/def2-TZVPD", "elements": ["C", "N", "N", "C", "O", "H", "H", "H", "H"], "positions_angstrom": [[-1.401875, -0.504539, -0.064690], [-0.611996, -0.752057, 0.903041], [0.599769, 0.081870, 0.704730], [1.130292, 0.533804, -0.415550], [0.579728, 0.604338, -1.470035], [-2.475783, -0.820486, 0.017730], [-1.188969, 0.183609, -0.989184], [1.122928, -0.014032, 1.462419], [2.245906, 0.687493, -0.148462]], "forces_ev_per_a": [[-2.21, 1.08, -1.40], [1.13, 2.54, -1.60], [-4.48, -2.01, -0.99], [2.36, -0.47, 0.98], [0.30, 0.69, -1.92], [1.27, -0.52, 0.04], [-0.31, -1.49, 2.24], [2.97, -0.39, 3.68], [-1.03, 0.57, -1.03]], "energy_ev": -7164.2460, "lumo_energy_ha": 0.03479, "largest_force_ha_per_bohr": 0.0975, "e_above_lowest_ev": 2.234, "homo_lumo_gap_ha": 0.3929, "smiles": "C=NNC=O"}

3.
{"formula": "C17H31AlBrCl2F3N3NaO8P2", "method": "ωB97M-V/def2-TZVPD", "elements": ["O", "C", "N", "C", "C", "P", "P", "O", "O", "O", "C", "O", "O", "C", "O", "H", "H", "H", "C", "C", "O", "N", "C", "H", "H", "H", "H", "H", "H", "H", "H", "Cl", "F", "C", "C", "C", "N", "C", "C", "C", "C", "C", "C", "H", "H", "H", "H", "H", "H", "H", "H", "H", "H", "H", "H", "H", "H", "H", "H", "H", "H", "H", "H", "Cl", "Na", "Al", "Br", "F", "F"], "positions_angstrom": [[-2.159033, 0.587249, 0.191521], [-1.422165, 0.987943, -0.750907], [-0.680796, 1.589304, -1.648074], [-0.956661, 3.037745, -1.542879], [-1.829783, 3.854048, -2.332705], [-2.890760, 3.337126, -3.800298], [-4.733238, 2.351994, -3.193285], [-5.811850, 2.772290, -4.230341], [-5.341285, 2.840930, -1.664883], [-4.625190, 0.621467, -3.344709], [-1.688561, 5.353981, -1.727949], [-2.013575, 6.421048, -2.314070], [-1.078826, 5.188193, -0.429378], [-0.271426, 3.997643, -0.469958], [0.772137, 3.694659, 0.166917], [-3.325228, 4.569036, -4.424586], [-5.025531, 2.216318, -0.961318], [-4.050949, 0.264296, -2.626045], [2.068767, 0.926249, -5.250556], [0.645691, 0.460860, -5.292885], [-0.300863, 0.984732, -4.777639], [0.256407, -0.694845, -6.072630], [0.932164, -1.957634, -5.710377], [2.162269, 1.745426, -4.530861], [2.729089, 0.115872, -4.933742], [2.358965, 1.279919, -6.248607], [0.443706, -0.471440, -7.056086], [-0.762467, -0.734622, -5.931703], [1.986995, -1.878794, -5.962614], [0.468200, -2.761220, -6.290359], [0.793350, -2.135174, -4.642095], [2.794193, 4.115948, -0.847132], [-7.271872, 4.553630, -4.148567], [-0.264121, 1.828089, 3.026865], [0.791046, 0.977865, 2.323719], [0.438990, -0.511307, 2.253284], [0.831629, -1.377952, 3.475650], [2.269867, -1.874210, 3.296555], [2.656094, -2.908362, 4.346075], [1.677424, -4.075939, 4.396965], [0.237472, -3.608425, 4.531768], [-0.121984, -2.581222, 3.471686], [0.686770, -0.616935, 4.774488], [-0.187897, 1.776901, 4.113739], [-0.137309, 2.877800, 2.752865], [-1.275397, 1.526768, 2.739803], [1.782257, 1.143294, 2.754516], [0.843268, 1.335421, 1.290024], [0.940971, -0.964254, 1.390809], [-0.636522, -0.634613, 2.097872], [2.334812, -2.323964, 2.300727], [2.927869, -1.002903, 3.334110], [3.673087, -3.296291, 4.115671], [2.732076, -2.443044, 5.334140], [1.930101, -4.735555, 5.232446], [1.776676, -4.672612, 3.482051], [0.065646, -3.203503, 5.535360], [-0.445702, -4.483249, 4.438445], [-1.133847, -2.196636, 3.629084], [-0.063699, -3.025538, 2.473992], [-0.348905, -0.291227, 4.864093], [1.384257, 0.219882, 4.773796], [0.931836, -1.265176, 5.613282], [-0.966430, -5.419063, 2.959709], [2.668480, -2.668599, -7.000577], [-3.121275, -5.881969, 3.340055], [5.341156, -2.788788, 3.477399], [1.217538, 1.325988, -3.036698], [6.322710, -1.445258, 4.920818]], "forces_ev_per_a": [[4.09, 1.09, -5.18], [-0.62, 2.41, 1.18], [-4.49, -1.35, 4.67], [-1.39, 2.87, -1.27], [1.60, -0.51, 2.21], [1.81, 0.07, 0.05], [-6.40, 1.13, -2.31], [4.28, -1.79, 2.72], [2.11, -2.42, -1.18], [1.16, 2.37, 1.95], [-0.93, 0.87, -2.57], [1.56, -4.89, 3.55], [1.27, -0.01, -1.82], [1.61, -2.89, 0.58], [-5.92, 1.70, -1.38], [-0.22, -0.63, 1.11], [-0.40, 0.84, -0.61], [-0.46, 0.12, -0.65], [0.13, -0.54, -1.25], [-0.56, 4.35, 3.26], [0.33, -0.75, -1.47], [-0.03, -1.76, -1.49], [-0.74, -0.06, 0.43], [-0.47, -0.26, 0.46], [0.10, 0.11, 0.06], [0.09, -0.24, -0.34], [-0.22, -0.03, -0.14], [0.04, -0.07, -0.02], [-2.15, 2.12, 2.90], [-0.03, -0.09, 0.15], [0.17, 0.04, -0.10], [1.38, 0.29, -0.59], [-0.37, 0.54, 0.06], [0.06, 0.27, 0.22], [-0.37, -0.10, -0.05], [0.34, 0.12, 0.05], [-0.31, -0.12, -0.32], [-0.19, -0.14, 0.38], [-0.86, -0.64, 0.30], [-0.13, 0.08, 0.00], [-0.05, 0.10, 1.11], [0.40, 0.11, 0.38], [0.16, -0.37, -0.35], [-0.08, 0.04, -0.03], [0.00, -0.11, -0.04], [0.07, 0.02, -0.04], [0.02, -0.03, -0.14], [0.20, -0.13, 0.03], [-0.04, -0.08, 0.29], [0.10, 0.04, 0.20], [-0.18, 0.17, 0.06], [-0.16, -0.03, -0.08], [-2.30, 0.13, 0.69], [0.16, 0.02, -0.06], [0.01, 0.05, -0.11], [-0.02, 0.01, -0.01], [0.12, 0.18, -0.05], [1.09, 1.82, 1.04], [0.17, 0.11, -0.12], [0.07, 0.22, 0.09], [0.16, 0.08, -0.07], [-0.21, -0.02, -0.09], [-0.02, -0.02, -0.21], [-1.68, -2.17, -2.14], [2.77, -2.34, -3.22], [0.30, -0.01, -0.13], [4.30, 2.35, 0.91], [0.85, -0.54, 0.46], [-1.09, -1.65, -1.90]], "energy_ev": -171792.6766, "lumo_energy_ha": -0.15042, "largest_force_ha_per_bohr": 0.1341, "homo_lumo_gap_ha": 0.0415}

Copy entry 2 word for word.
{"formula": "C2H4N2O", "method": "ωB97M-V/def2-TZVPD", "elements": ["C", "N", "N", "C", "O", "H", "H", "H", "H"], "positions_angstrom": [[-1.401875, -0.504539, -0.064690], [-0.611996, -0.752057, 0.903041], [0.599769, 0.081870, 0.704730], [1.130292, 0.533804, -0.415550], [0.579728, 0.604338, -1.470035], [-2.475783, -0.820486, 0.017730], [-1.188969, 0.183609, -0.989184], [1.122928, -0.014032, 1.462419], [2.245906, 0.687493, -0.148462]], "forces_ev_per_a": [[-2.21, 1.08, -1.40], [1.13, 2.54, -1.60], [-4.48, -2.01, -0.99], [2.36, -0.47, 0.98], [0.30, 0.69, -1.92], [1.27, -0.52, 0.04], [-0.31, -1.49, 2.24], [2.97, -0.39, 3.68], [-1.03, 0.57, -1.03]], "energy_ev": -7164.2460, "lumo_energy_ha": 0.03479, "largest_force_ha_per_bohr": 0.0975, "e_above_lowest_ev": 2.234, "homo_lumo_gap_ha": 0.3929, "smiles": "C=NNC=O"}